Below is 4 unconnected molecules or ions with the total composition C2H14NO3 in a non-equilibrium geometry, with properties calculated with ωB97M-V/def2-TZVPD.

The geometry in ORCA input format:
```
! wB97M-V def2-TZVPD RIJCOSX def2/J DEFGRID3
* xyz 1 1
H 0.857 0.939 0.715
H -0.489 1.720 -1.668
H -1.342 0.520 0.960
H 0.387 -0.683 -3.827
H 1.695 1.301 -0.876
H -0.458 0.342 -0.842
O 1.622 -3.691 0.436
H -0.483 -0.755 3.768
H 1.259 2.585 0.382
H -1.381 2.085 1.189
C -1.469 1.387 0.326
O 0.104 -0.094 -3.102
H -1.842 -0.030 3.494
H -0.441 0.504 -3.668
H -2.511 1.524 0.064
H 1.983 -3.082 -0.211
C 0.934 1.690 -0.156
O -0.911 -0.061 3.125
H 2.151 -4.365 0.887
N -0.386 1.362 -0.707
*
```

Highest occupied orbital energy   -13.91 eV
Total energy   -364.75979 hartree
LUMO level   -3.21 eV
Energy above the lowest of the compared OMol25 structures with the same formula, charge and spin   2.8262 eV
Frontier orbital gap   10.70 eV

Here are the natural (NBO) charges for atoms 1 to 5, given in e: H 0.227; H 0.447; H 0.263; H 0.502; H 0.247

Below is a molecular structure, C8H4N2O5Yb in a non-equilibrium geometry, with properties calculated with ωB97M-V/def2-TZVPD.

The geometry in ORCA input format:
```
! wB97M-V def2-TZVPD RIJCOSX def2/J DEFGRID3
* xyz 3 2
O 0.000 0.004 -4.734
H -0.149 -2.000 1.291
O -2.105 2.692 -1.400
O 2.103 -2.686 -1.399
Yb 0.000 0.001 -1.067
C -1.786 -1.397 -1.406
C 1.786 1.402 -1.406
C 0.084 1.131 1.706
O 2.688 2.110 -1.401
C -1.398 1.788 -1.406
N -0.080 -1.071 1.713
H 0.158 2.121 1.271
C 0.000 0.003 -3.625
C -0.054 -0.729 3.013
O -2.686 -2.105 -1.400
H 0.097 1.301 3.880
C 1.400 -1.783 -1.406
H -0.111 -1.484 3.799
C 0.050 0.669 3.029
N 0.002 0.033 0.949
*
```

Highest occupied orbital energy (alpha / beta)   -21.39 / -21.39 eV
⟨S²⟩   0.7512
Total energy   -1950.43710 hartree
LUMO level (alpha / beta)   -14.54 / -14.55 eV
Frontier orbital gap (alpha / beta)   6.84 / 6.84 eV

Here are the natural (NBO) charges for atoms 1 to 5, given in e: O -0.231; H 0.444; O -0.189; O -0.188; Yb 1.502

Below is 2 unconnected molecules or ions with the total composition C2H8NO2P in a non-equilibrium geometry, with properties calculated with ωB97M-V/def2-TZVPD.

The geometry in ORCA input format:
```
! wB97M-V def2-TZVPD RIJCOSX def2/J DEFGRID3
* xyz 0 1
H -1.299 -0.662 -1.119
O -0.148 3.625 1.181
H -2.295 0.711 -0.578
H -1.946 -0.611 0.547
H 1.890 -0.079 1.449
C -1.549 -0.021 -0.274
H 1.721 -0.365 -2.218
C 0.919 -0.475 1.156
N 0.963 1.023 -1.109
H 0.806 1.911 -1.585
H 1.054 -1.331 0.496
H 0.380 -0.782 2.048
O 0.825 -0.042 -2.054
P -0.014 0.839 0.273
*
```

Highest occupied orbital energy (alpha / beta)   -8.90 / -8.90 eV
Total energy   -627.35196 hartree
LUMO level (alpha / beta)   -1.51 / -1.50 eV
Energy above the lowest of the compared OMol25 structures with the same formula, charge and spin   8.2732 eV
Frontier orbital gap (alpha / beta)   7.40 / 7.40 eV

Here are the natural (NBO) charges for atoms 1 to 5, given in e: H 0.248; O -0.193; H 0.241; H 0.237; H 0.245

Below is 2 unconnected molecules or ions with the total composition C5H10N2O in a non-equilibrium geometry, with properties calculated with ωB97M-V/def2-TZVPD.

The geometry in ORCA input format:
```
! wB97M-V def2-TZVPD RIJCOSX def2/J DEFGRID3
* xyz 0 1
C -0.515 0.404 1.728
H 2.912 -0.020 -0.449
N -0.838 -1.861 -1.029
H 1.213 -0.562 1.263
C -2.036 -1.680 -1.218
C 2.085 0.429 -0.995
H 0.236 1.462 -0.593
C 1.051 0.995 -0.032
H -0.112 1.151 2.425
H -1.343 0.858 1.182
H -0.304 -1.266 -0.366
H 1.513 1.773 0.599
N 0.469 -0.072 0.772
H 1.634 -0.332 -1.627
C -3.198 -1.096 -1.053
H -0.895 -0.441 2.299
H 2.478 1.222 -1.626
O -4.350 -0.964 -1.278
*
```

SMILES   N=C=C=O.CCNC
Highest occupied orbital energy   -7.78 eV
Total energy   -381.15019 hartree
LUMO level   -0.51 eV
Energy above the lowest of the compared OMol25 structures with the same formula, charge and spin   3.6804 eV
Frontier orbital gap   7.27 eV

Here are the natural (NBO) charges for atoms 1 to 5, given in e: C -0.413; H 0.201; N -0.524; H 0.362; C 0.064

Below is 8 unconnected molecules or ions with the total composition C22H64N4O11 in a non-equilibrium geometry, with properties calculated with ωB97M-V/def2-TZVPD.

The geometry in ORCA input format:
```
! wB97M-V def2-TZVPD RIJCOSX def2/J DEFGRID3
* xyz 0 1
H -35.250 -8.812 6.511
H -33.208 -7.049 14.571
H -27.691 -12.451 11.269
H -29.265 -7.536 12.942
H -32.457 -3.819 7.372
H -35.680 -7.404 15.273
N -28.351 -13.140 9.318
H -29.047 -6.545 16.227
H -36.419 -9.006 11.056
O -29.355 -10.512 10.520
H -34.411 -5.987 12.902
H -32.903 -12.504 10.045
C -28.895 -6.859 15.195
C -29.632 -4.540 14.352
N -32.139 -3.918 10.113
H -32.692 -6.845 11.537
H -29.487 -2.251 16.706
H -27.455 -5.526 10.074
C -35.066 -8.101 8.378
N -32.274 -11.082 13.073
H -30.613 -3.744 7.220
H -30.447 -2.053 15.186
H -27.036 -5.175 8.311
C -27.575 -12.228 10.208
H -25.447 -11.971 10.832
C -29.658 -4.337 9.437
H -34.518 -10.615 10.428
N -29.676 -6.614 12.927
H -31.384 -12.306 10.767
C -31.501 -3.549 7.821
H -32.104 -2.940 10.365
H -31.854 -7.204 16.517
O -36.599 -4.893 12.179
H -36.219 -5.421 11.474
H -31.475 -5.333 8.851
H -27.895 -6.574 14.867
O -29.941 -3.999 15.695
H -35.520 -7.124 8.207
C -28.132 -10.802 9.836
C -34.248 -5.040 12.387
C -29.951 -9.265 10.179
H -32.284 -8.290 7.142
H -28.655 -4.282 13.942
H -33.228 -9.051 8.624
C -35.527 -4.223 12.744
H -29.220 -3.403 9.086
C -29.835 -6.110 14.314
O -29.008 -5.303 8.619
H -30.983 -9.423 9.866
H -30.627 -6.690 12.594
C -33.720 -7.365 15.480
C -35.765 -8.916 11.923
C -26.029 -12.333 9.985
O -35.002 -6.752 15.464
H -32.566 -10.299 13.640
H -31.505 -2.481 8.038
C -34.245 -10.687 11.481
C -32.755 -11.006 11.649
C -32.864 -6.799 16.574
H -27.572 -6.740 8.996
H -32.096 -10.204 11.315
O -33.336 -7.151 17.802
H -28.317 -10.786 8.762
H -35.336 -8.512 9.351
H -29.405 -4.374 10.497
O -34.433 -9.327 11.853
H -32.851 -11.789 13.507
O -34.151 -5.461 10.989
H -35.694 -4.253 13.821
H -32.901 -5.712 16.510
H -34.099 -6.570 17.856
H -35.895 -7.943 12.396
H -36.376 -9.517 12.597
H -30.035 -8.690 11.102
H -35.451 -3.188 12.413
H -25.634 -13.348 9.977
C -32.445 -12.316 11.016
H -31.642 -4.305 10.902
H -30.866 -6.235 14.647
H -32.862 -8.306 11.896
O -32.834 -7.552 7.415
H -33.088 -7.663 9.417
H -34.874 -11.505 11.831
O -32.336 -7.532 12.099
H -25.668 -11.892 9.056
H -28.753 -2.258 15.197
H -28.039 -14.040 9.655
C -27.707 -5.658 9.022
H -33.494 -4.865 10.621
H -30.306 -4.145 13.592
H -29.407 -8.746 9.390
C -31.145 -4.317 9.068
H -32.769 -13.152 11.636
H -33.770 -8.453 15.527
C -29.659 -2.610 15.691
H -29.336 -13.173 9.536
H -28.890 -7.911 14.910
C -33.573 -8.024 8.510
O -35.482 -9.025 7.417
H -27.404 -10.041 10.118
H -33.330 -4.607 12.783
*
```

SMILES   COC[C@H](C)N.COC[C@H](C)N.COC[C@H](C)N.COC[C@H](C)N.OCCO.OCCO.OCCO.O
Highest occupied orbital energy   -9.27 eV
Total energy   -1923.03896 hartree
LUMO level   0.52 eV
Energy above the lowest of the compared OMol25 structures with the same formula, charge and spin   2.5432 eV
Frontier orbital gap   9.80 eV

Here are the Löwdin charges for atoms 1 to 5, given in e: H 0.091; H 0.085; H 0.127; H 0.052; H 0.088

Below is 2 unconnected molecules or ions with the total composition C3H10N2S in a non-equilibrium geometry, with properties calculated with ωB97M-V/def2-TZVPD.

The geometry in ORCA input format:
```
! wB97M-V def2-TZVPD RIJCOSX def2/J DEFGRID3
* xyz 0 1
C 1.308 2.947 -0.938
H 2.292 2.904 -1.413
N -0.392 -2.435 0.312
C -0.438 -3.500 -0.369
H 0.597 2.493 -1.628
H -2.395 -3.910 0.049
H -0.728 1.778 1.468
H 1.103 3.997 -0.785
H -0.424 3.453 0.886
H -1.553 -5.204 -0.591
C -0.053 2.603 1.436
S 1.456 2.013 0.591
H 0.112 2.902 2.471
N -1.623 -4.201 -0.520
H 0.276 -3.923 -1.084
H 0.462 -1.917 0.115
*
```

SMILES   [H]/N=C/N.CSC
Highest occupied orbital energy   -8.39 eV
Total energy   -627.97488 hartree
LUMO level   0.97 eV
Energy above the lowest of the compared OMol25 structures with the same formula, charge and spin   0.5375 eV
Frontier orbital gap   9.37 eV

Here are the natural (NBO) charges for atoms 1 to 5, given in e: C -0.747; H 0.228; N -0.705; C 0.273; H 0.212